1.
This record from the Open Molecules 2025 dataset describes a 2-piece molecular cluster, CH2FI overall. The level of theory is the ωB97M-V functional and the def2-TZVPD basis.

Geometry (Å):
I -2.422 0.587 2.117
F -0.032 1.388 -0.861
C 0.064 0.240 -0.249
H 0.839 0.148 0.489
H -0.584 -0.543 -0.600

Results
HOMO level (alpha / beta) (eV): -9.72 / -9.03
Electronic energy (eV): -11884.8841
2S+1: 1
Strongest force on any atom (eV/A): 1.24

2.
This record from the Open Molecules 2025 dataset describes CH2FKLiO2 as an isolated structure. The level of theory is the ωB97M-V functional and the def2-TZVPD basis.

Geometry (Å):
K -0.220 0.395 2.411
F -1.480 -0.739 1.300
O -1.086 -0.196 -0.948
O 0.814 0.429 0.024
C 0.108 0.212 -0.992
Li 2.684 0.160 0.081
H -1.411 -0.424 0.106
H 0.590 0.163 -1.982

Results
HOMO level (eV): -14.98
Electronic energy (eV): -24408.0353
2S+1: 1
Net charge: +1
Strongest force on any atom (eV/A): 3.54